No. 1
Below is C15H32CuN2O5P2 as an isolated structure in a non-equilibrium geometry, with properties calculated with ωB97M-V/def2-TZVPD.

```
57
Properties=species:S:1:pos:R:3:lowdin_spin:R:1
O -0.4675 4.4702 1.2941 0.0007
H 0.4494 4.8554 1.0606 -0.0001
Cu 0.0493 0.4726 -0.1185 0.2126
N -0.9381 -0.1856 -1.6975 0.0194
N 1.2009 -1.2653 -0.8892 0.0112
O -2.2049 0.2321 -2.1363 0.0034
O 2.5341 -1.6432 -0.6886 0.0022
C -0.3834 -1.0287 -2.5558 0.0196
C 0.8564 -1.5921 -2.1308 0.0124
C -1.0098 -1.4230 -3.8747 0.0033
C 1.6551 -2.4984 -3.0394 0.0019
H -1.7964 -0.7095 -4.1746 0.0001
H -1.4718 -2.4325 -3.8417 0.0009
H -0.2652 -1.4746 -4.6935 0.0011
H 2.4021 -3.0439 -2.4475 0.0000
H 2.1897 -1.9669 -3.8589 0.0008
H 1.0034 -3.2413 -3.5508 0.0004
H -2.3385 1.0440 -1.6062 0.0000
H 2.7052 -1.2395 0.1574 0.0005
O -0.9711 -2.1961 0.7723 0.0070
H -1.4560 -1.3374 0.6323 0.0008
H -0.1374 -1.9402 0.2958 0.0006
C 1.4095 1.6899 -0.6440 0.3463
H 1.0892 2.6470 -0.4954 0.0218
H 1.2804 1.3384 -1.6712 0.0324
H 2.4005 1.3921 -0.2814 0.0081
O -2.7808 3.4893 -1.0440 0.0000
H -2.4060 4.2478 -0.4755 0.0000
H -1.9330 3.2505 -1.4538 0.0000
C -0.4019 2.1544 1.5856 -0.0019
P 1.0687 1.2202 2.0067 0.1625
C 1.8578 2.5725 3.0920 0.0409
C 0.9443 -0.0415 3.2483 0.0262
C 2.1189 -0.4969 3.8470 0.0169
C 2.0348 -1.4738 4.8366 -0.0005
C 0.8182 -2.0383 5.2206 0.0156
C -0.3436 -1.5799 4.5600 -0.0007
C -0.3134 -0.6140 3.5133 0.0165
P -1.7636 -0.2511 2.4298 0.0078
C -2.6589 -1.7957 2.7194 0.0008
C -3.1856 0.6916 1.5045 0.0004
H -0.2760 3.2163 1.0867 0.0003
H -0.8579 2.5155 2.5032 -0.0018
H -1.2772 1.5937 1.1620 -0.0007
H 1.0895 2.8126 3.8448 0.0079
H 2.7444 2.1689 3.5937 0.0002
H 2.1343 3.4726 2.5141 0.0001
H 3.0925 -0.0856 3.5769 0.0014
H 2.9052 -1.8053 5.3668 -0.0004
H 0.7326 -2.8232 5.9968 0.0009
H -1.2804 -2.0467 4.8071 -0.0003
H -3.1789 -1.7106 3.6830 0.0003
H -3.4055 -1.9259 1.9202 0.0000
H -1.9499 -2.6458 2.6818 0.0001
H -4.1408 0.4952 2.0050 -0.0001
H -3.2157 0.3532 0.4593 0.0001
H -3.0225 1.7795 1.4813 -0.0001
```

## Properties
E_tot: -92497.2938 eV
multiplicity: 2
⟨S²⟩: 0.759

***

No. 2
Below is a 3-piece molecular cluster, C15H32F3O7PSi overall in a non-equilibrium geometry, with properties calculated with ωB97M-V/def2-TZVPD.

```
59
Properties=species:S:1:pos:R:3:mulliken_charge:R:1
C 3.8894 -1.4587 2.1189 -0.7226
C 2.8186 -0.2463 2.1394 -0.3389
O 2.7199 0.2249 0.7700 -0.3827
P 1.1220 0.4128 0.2508 1.1946
O 0.5772 1.7335 0.8323 -0.7281
C 1.1919 0.6572 -1.6212 -0.8701
C 2.6837 0.4664 -2.2303 -0.7087
Si 3.1511 -1.3988 -2.3624 0.3751
O 1.9047 -2.2303 -3.2142 -0.6244
C 4.9148 -1.6773 -3.0888 -0.5819
C 5.4430 -3.0651 -2.4842 -0.0367
O 6.8128 -3.0062 -2.0409 -0.5560
C 5.2221 -4.3232 -3.4398 0.8029
F 4.4491 -5.2750 -2.7438 -0.2689
F 4.6331 -4.0374 -4.6641 -0.2617
F 6.4883 -4.8686 -3.7146 -0.2664
O 0.0619 -0.8012 0.7523 -0.3595
C 0.5912 -2.1400 0.5685 0.3489
C -0.0478 -2.9472 -0.6456 -0.9613
H 4.4889 -1.3252 1.1508 0.0599
H 3.3850 -2.4761 2.0342 0.2212
H 4.6419 -1.3931 2.9589 0.3537
H 3.2517 0.5759 2.7928 0.3848
H 1.8303 -0.5766 2.5796 0.2906
H 0.4176 0.0529 -2.1885 0.4128
H 0.9382 1.7529 -1.8270 0.3811
H 2.7820 0.9760 -3.2515 0.4900
H 3.4761 0.9563 -1.5706 0.3102
H 3.2295 -1.8753 -0.9621 -0.1363
H 2.0814 -2.1914 -4.1722 0.3026
H 5.5798 -0.8683 -2.6265 0.3032
H 4.9595 -1.6166 -4.2163 0.4239
H 4.8131 -3.2628 -1.5502 0.1651
H 6.7884 -3.1136 -1.0683 0.3671
H 0.3242 -2.7196 1.5208 0.2847
H 1.7290 -2.1712 0.5163 -0.3540
H -1.0050 -3.4719 -0.3060 0.3634
H 0.6622 -3.7933 -0.9421 0.2775
H -0.2376 -2.2352 -1.5021 0.1461
C -4.6505 1.9146 1.6414 -0.9664
C -3.5683 1.1460 0.9291 0.6879
O -3.8276 0.1605 0.2622 -0.6198
C -2.1546 1.6432 1.0738 -0.6601
H -5.6163 1.4430 1.4482 0.2999
H -4.4662 1.9066 2.7170 0.3184
H -4.6822 2.9410 1.2723 0.2851
H -1.8588 1.6229 2.1239 0.3547
H -2.0754 2.6578 0.6788 0.3667
H -1.4884 0.9987 0.5125 -0.1776
C -8.4102 3.5837 2.9851 -1.1517
C -7.2653 4.5088 2.6671 0.8899
O -6.1353 4.2648 3.0386 -0.5354
C -7.5766 5.7481 1.8701 -1.1390
H -8.0396 2.7350 3.5623 0.2873
H -9.1601 4.1105 3.5786 0.3891
H -8.8549 3.2108 2.0601 0.3087
H -8.2895 6.3708 2.4143 0.3480
H -7.9843 5.4710 0.8958 0.3140
H -6.6593 6.3188 1.7163 0.2991
```

## Properties
E_tot: -55726.4893 eV
multiplicity: 1

***

No. 3
Below is C15H32N5STa as an isolated structure in a non-equilibrium geometry, with properties calculated with ωB97M-V/def2-TZVPD.

```
54
Properties=species:S:1:pos:R:3:mulliken_charge:R:1
Ta 0.1383 -0.0660 0.1250 0.1406
N 1.5106 0.6176 1.3901 0.0446
N -1.1398 -1.0754 1.3557 0.3146
N 1.0855 0.1994 -1.6156 0.1905
N 0.3373 -1.8097 -0.8276 0.3210
H 1.6689 -0.8283 2.9431 0.2462
C 1.5177 0.2499 2.7958 -1.0366
H 0.5707 0.5341 3.2772 0.2098
H 2.3275 0.7952 3.2953 0.4136
H 3.1102 1.9159 1.7664 0.3989
C 2.1722 1.9034 1.1914 -0.9237
H 1.5374 2.7310 1.5519 0.2920
H 2.4025 2.1017 0.1321 0.1650
C -0.6152 -2.1858 2.1420 -1.2860
H -1.2022 -3.0979 1.9700 0.3705
H 0.4302 -2.4009 1.8954 0.2493
H -0.6626 -1.9396 3.2102 0.3222
H -3.0920 -1.8448 1.2212 0.3519
C -2.5703 -0.9284 1.5455 -1.0961
H -2.7978 -0.7662 2.6091 0.2971
H -2.9750 -0.0885 0.9828 0.2321
C 1.8561 1.1244 -2.4096 0.8986
H 2.8658 1.1888 -1.9589 0.2207
C 1.2735 2.5383 -2.3605 -1.5996
H 0.7640 2.7811 -1.4199 0.2974
H 2.0770 3.2739 -2.5136 0.3641
H 0.5458 2.6756 -3.1713 0.4250
C 2.0234 0.6613 -3.8550 -1.6870
H 2.2619 1.5217 -4.4891 0.4566
H 2.8416 -0.0523 -3.9646 0.3527
H 1.0918 0.2102 -4.2229 0.3451
H 0.0512 -4.9923 -1.9870 0.5422
C 0.5598 -4.0243 -1.9381 -1.7703
H 0.4601 -3.5399 -2.9184 0.3502
H 1.6086 -4.2201 -1.7144 0.2600
C -0.0869 -3.1866 -0.8553 1.0833
H 0.1991 -3.6126 0.1177 0.1603
C -1.6157 -3.2741 -0.9494 -1.4967
H -2.0945 -2.2872 -0.9050 0.2099
H -1.8991 -3.7324 -1.9075 0.5136
H -2.0281 -3.8891 -0.1407 0.2403
H 0.7042 -1.4510 -2.8602 0.4908
C 1.1663 -1.2399 -1.8784 -0.3878
C 3.3882 -1.5333 0.3948 -0.8717
H 3.4091 -0.4458 0.2814 0.2123
H 3.7478 -1.9337 1.3473 0.3024
C 3.0820 -2.3407 -0.6302 -0.2466
H 3.2731 -3.4193 -0.5911 0.3915
C 2.5905 -1.8193 -1.9472 -0.8851
H 3.2644 -1.0507 -2.3448 0.6231
H 2.5427 -2.6242 -2.6939 0.3318
S -2.8530 3.2212 1.3637 -0.4134
C -1.9211 2.2530 0.5678 0.7570
N -1.1875 1.4541 0.0199 -0.6882
```

## Properties
ΔE to the lowest compared entry with this formula, charge and spin: 0.0 kJ/mol
multiplicity: 1